(1)
94
Properties=species:S:1:pos:R:3:lowdin_charge:R:1 method="wB97M-V/def2-TZVPD" multiplicity=1 total_energy_ev=-433397.888
C 3.2678 2.2646 3.3553 -0.1115
C 1.8584 2.7204 3.7828 -0.1919
C 0.8387 2.4766 2.6928 -0.2097
O 0.0222 1.3479 2.9890 -0.1374
C -1.2317 1.5492 2.4058 -0.2750
O -1.9903 0.3660 2.4099 -0.1205
P -1.1467 -0.9966 2.4812 0.2939
O -2.0456 -2.0779 2.2068 -0.2394
O 0.0767 -0.9523 1.5025 -0.1475
C 0.3060 -2.1900 0.7943 -0.2763
C -0.3896 -2.2779 -0.5490 -0.1757
C 0.3207 -1.5255 -1.6827 -0.2286
C 1.0071 -0.2570 -1.2157 -0.1532
O 1.7945 0.2915 -2.2957 -0.0305
C 1.5026 1.5469 -2.5891 -0.5944
C 2.6917 2.4024 -2.9385 0.0260
O 0.4261 1.9900 -2.6296 0.1076
O -0.6149 -1.1632 3.9834 -0.3707
P -1.8838 -1.2633 5.1220 0.7871
N -1.1622 -1.6738 6.5883 -0.1522
O -2.2516 0.3156 5.4196 -0.2634
H 3.1753 1.4871 2.6086 0.0691
H 3.8140 3.0867 2.9210 0.0355
H 3.8365 1.9200 4.2048 0.0316
H 1.9236 3.7787 3.9960 0.1010
H 1.5640 2.2459 4.7082 0.1133
H 0.2168 3.3668 2.6115 0.1199
H 1.2851 2.3364 1.7110 0.1255
H -1.7691 2.2752 3.0150 0.1376
H -1.1214 1.9826 1.4122 0.1348
H 1.3668 -2.2322 0.6099 0.0432
H 0.0736 -3.0701 1.3631 0.0701
H -1.4338 -2.0044 -0.4899 0.1008
H -0.3887 -3.3281 -0.8183 0.0598
H -0.4356 -1.2192 -2.3970 0.1229
H 1.0507 -2.1169 -2.2282 -0.0567
H 0.3048 0.4455 -0.7918 0.1230
H 1.7194 -0.4884 -0.4343 0.1207
H 3.5779 1.7894 -3.0014 0.0799
H 2.5249 2.7953 -3.9301 0.0748
H 2.7856 3.2070 -2.2283 0.0871
H -0.3542 -1.1093 6.8294 0.0454
H -0.9464 -2.6570 6.6268 0.0311
H -3.0774 0.4286 4.9407 0.0362
C -3.0732 -5.5670 -2.1915 -1.5270
Cl -2.0102 -6.9597 -1.9900 0.5061
Cl -3.1702 -4.6352 -0.6991 0.5163
Cl -2.5213 -4.5517 -3.5300 0.5056
H -4.0653 -5.9285 -2.4288 -0.0069
C 1.8495 -3.7809 -4.2445 -1.4637
Cl 3.2281 -4.8726 -4.0851 0.5323
Cl 0.5407 -4.2534 -3.1597 0.5675
Cl 2.3354 -2.1125 -3.9297 0.6388
H 1.4849 -3.8433 -5.2602 0.0186
C -5.0628 -10.2212 -1.4895 -1.5421
Cl -3.9331 -11.2635 -0.6253 0.5286
Cl -4.6614 -8.5220 -1.2314 0.5242
Cl -5.0727 -10.6041 -3.2120 0.5260
H -6.0545 -10.3992 -1.0980 0.0105
C -2.8462 2.8385 -3.9589 -1.5391
Cl -3.6094 2.6034 -2.3826 0.5399
Cl -3.4848 1.6807 -5.1274 0.5349
Cl -3.0868 4.4825 -4.5569 0.5087
H -1.7824 2.6609 -3.8500 -0.0219
C 3.5680 -4.4522 1.0354 -1.5104
Cl 4.1523 -6.1132 1.1642 0.5419
Cl 2.9440 -4.1092 -0.5783 0.5626
Cl 2.2885 -4.1298 2.1993 0.6080
H 4.3923 -3.7814 1.2334 0.0170
C 6.7151 3.4213 5.3796 -1.5422
Cl 5.5687 4.5278 4.6266 0.5197
Cl 5.8821 2.2463 6.4003 0.5380
Cl 7.6846 2.6030 4.1521 0.5238
H 7.3805 3.9997 6.0061 0.0106
C 0.7415 6.5536 -4.5306 -1.5400
Cl -0.6046 7.3991 -5.2975 0.5230
Cl 0.1819 5.0958 -3.7139 0.5468
Cl 1.9873 6.1617 -5.7188 0.5237
H 1.1756 7.2111 -3.7905 0.0112
C -7.2590 2.3005 -3.6864 -1.5615
Cl -7.6050 1.1654 -4.9908 0.5220
Cl -7.9574 3.8839 -4.0275 0.5305
Cl -7.8625 1.6651 -2.1544 0.5301
H -6.1855 2.4124 -3.6082 -0.0520
C 7.7542 8.0206 3.2323 -1.5446
Cl 8.0054 6.2985 3.5200 0.5031
Cl 7.3783 8.3200 1.5353 0.5273
Cl 6.4730 8.6442 4.2742 0.5229
H 8.6697 8.5426 3.4729 0.0110
C -6.3012 -1.9766 -2.0426 -1.5394
Cl -5.0163 -2.4913 -0.9564 0.5080
Cl -6.1288 -2.7537 -3.6215 0.5130
Cl -7.8913 -2.3223 -1.3509 0.5190
H -6.2240 -0.9066 -2.1848 -0.0236

(2)
61
Properties=species:S:1:pos:R:3:nbo_charge:R:1 method="wB97M-V/def2-TZVPD" charge=+1 multiplicity=1 total_energy_ev=-65139.852
O -2.5526 -0.9108 -3.8458 -0.9160
S -3.9283 -1.0410 -3.4840 2.0814
O -4.3142 -0.1104 -2.4694 -0.9230
Cl -5.0415 -0.8777 -5.1663 -0.1492
C -4.2222 -2.6862 -2.8018 -0.6286
C -3.1916 -2.8358 -1.6369 -0.4232
C -3.9152 -2.9939 -0.3011 -0.4258
C -3.0275 -3.3993 0.8736 -0.2118
N -1.9897 -2.4027 1.2627 -0.3018
C -1.4189 -2.5733 2.4184 0.0260
S -0.1958 -1.4609 2.8223 0.4384
C -0.3731 -0.4878 1.2689 -0.3029
C 0.8872 -0.1478 0.4801 -0.4242
C 1.4811 -1.3353 -0.3252 -0.4154
C 3.0392 -1.4160 -0.2985 -0.4317
C 3.6803 -1.1435 -1.6377 0.0573
C 3.3625 -1.8700 -2.7611 -0.2506
C 3.9664 -1.6358 -3.9678 -0.1970
C 4.9232 -0.6521 -4.0572 -0.2108
C 5.2498 0.0855 -2.9505 -0.1872
C 4.6377 -0.1599 -1.7461 -0.2454
C -1.5106 -1.2400 0.5279 -0.2680
H -5.2251 -2.7265 -2.3750 0.2509
H -4.0558 -3.3943 -3.6135 0.2581
H -2.5501 -1.9587 -1.6936 0.2308
H -2.5766 -3.7040 -1.8929 0.2280
H -4.5452 -2.1268 -0.0742 0.2354
H -4.6226 -3.8224 -0.4376 0.2362
H -2.5331 -4.3469 0.6396 0.2239
H -3.6740 -3.5592 1.7393 0.2314
H -1.7201 -3.3854 3.0717 0.2620
H -0.6851 0.4907 1.6528 0.2624
H 1.6580 0.2867 1.1210 0.2362
H 0.5770 0.6130 -0.2450 0.2375
H 1.1985 -1.2069 -1.3768 0.2243
H 1.0167 -2.2833 -0.0209 0.1883
H 3.3994 -0.6837 0.4295 0.2059
H 3.3007 -2.4156 0.0647 0.2232
H 2.6187 -2.6585 -2.6535 0.2011
H 3.6969 -2.2114 -4.8463 0.2198
H 5.4353 -0.4587 -4.9935 0.2201
H 5.9979 0.8617 -3.0731 0.2184
H 4.9305 0.4233 -0.8765 0.2087
H -1.1589 -1.3650 -0.4962 0.2538
H -2.3311 -0.5131 0.4875 0.2473
C 1.3162 5.3149 4.4648 -0.2563
O 0.9996 5.7870 3.1655 -0.5461
C 1.4659 4.9346 2.1333 -0.0896
C 0.3521 4.0679 1.5826 -0.0893
O -0.1227 3.1377 2.5535 -0.5708
C -1.3363 3.5578 3.1615 -0.2587
H 0.7161 5.8772 5.1791 0.1964
H 1.0904 4.2521 4.5801 0.1711
H 2.3735 5.4917 4.6854 0.1742
H 2.2984 4.3175 2.4863 0.1736
H 1.8390 5.5759 1.3294 0.1932
H 0.7473 3.4834 0.7450 0.1758
H -0.4678 4.6857 1.2065 0.1841
H -2.1756 3.4084 2.4732 0.1651
H -1.2965 4.6048 3.4645 0.1955
H -1.4976 2.9435 4.0471 0.1876

(3)
69
Properties=species:S:1:pos:R:3:nbo_charge:R:1 method="wB97M-V/def2-TZVPD" charge=+1 multiplicity=1 total_energy_ev=-93872.383
O -0.7467 -2.3268 7.1131 -1.0430
P -0.7181 -2.6177 5.6904 2.3748
O 0.2001 -3.8811 5.3148 -0.9730
O -2.1240 -2.8858 5.0245 -0.9901
C 0.0089 -1.2213 4.7808 -0.8481
C -0.0133 -1.2949 3.2382 -0.0960
C 1.3398 -1.6835 2.6065 -0.4325
C 1.7161 -0.6160 1.5141 -0.2084
C 1.8268 -1.0701 0.0520 -0.4165
C 0.5547 -1.2326 -0.8038 -0.4451
C 0.4912 -2.6211 -1.4375 -0.5067
S -0.9851 -2.8897 -2.4714 0.2979
C -1.5600 -4.3928 -1.6944 -0.1731
S -1.3970 -5.8568 -2.3030 0.2414
N -2.1813 -4.1819 -0.4205 -0.4319
C -3.5075 -4.0409 -0.1196 -0.0696
C -3.5474 -3.8174 1.2324 -0.0901
N -2.2868 -3.8326 1.7589 -0.5121
C -1.4944 -4.0532 0.7427 0.1669
C 0.7873 0.5434 1.8557 -0.3980
P 0.5100 1.9012 0.6327 0.8563
S 2.2023 2.7133 0.1857 -0.5137
N -0.3997 0.0151 2.6129 0.0471
F -1.5565 -0.0527 1.8794 -0.1582
H 0.8001 -3.7348 4.5765 0.4990
H -2.1477 -3.6385 4.4168 0.5392
H -0.5217 -0.3334 5.1285 0.2567
H 1.0440 -1.1205 5.0988 0.2591
H -0.7830 -1.9923 2.9034 0.2915
H 1.3137 -2.6770 2.1691 0.2412
H 2.1340 -1.6348 3.3459 0.2321
H 2.7231 -0.2902 1.7547 0.2539
H 2.5303 -0.3887 -0.4192 0.2447
H 2.3277 -2.0414 0.0580 0.2160
H 0.6206 -0.5350 -1.6343 0.2597
H -0.3523 -0.9746 -0.2553 0.1939
H 0.5330 -3.3808 -0.6634 0.2021
H 1.3764 -2.7497 -2.0560 0.2322
H -4.2858 -4.0939 -0.8564 0.2404
H -4.4312 -3.6483 1.8199 0.2218
H -0.4247 -4.1368 0.7624 0.1869
H 1.3076 1.0869 2.6514 0.2680
H -0.3170 2.7927 1.3325 0.0060
H -0.2323 1.4017 -0.4406 0.0241
H -0.5877 0.7075 3.3414 0.4312
O -0.1267 -0.4825 -3.7232 -0.6222
C 0.2154 -0.2445 -4.8524 0.8131
O -0.1900 0.8555 -5.4976 -0.4729
C 0.2749 0.8387 -6.8648 -0.0722
C 1.4747 -0.1017 -6.8599 -0.4296
C 1.0891 -1.0894 -5.7575 -0.5298
H -0.5385 0.4755 -7.4944 0.1870
H 0.5201 1.8551 -7.1580 0.2066
H 1.6611 -0.5597 -7.8279 0.2323
H 2.3717 0.4446 -6.5670 0.2144
H 0.4877 -1.9188 -6.1337 0.2462
H 1.9417 -1.4807 -5.2094 0.2403
O -1.0048 4.7261 -0.7531 -0.5851
C -0.4942 5.6443 -0.1794 0.8024
O 0.1767 5.4792 0.9826 -0.5065
C 0.5956 6.7580 1.5048 -0.0706
C 0.6181 7.6890 0.2989 -0.4293
C -0.5030 7.1089 -0.5643 -0.5298
H -0.1276 7.0727 2.2594 0.1819
H 1.5679 6.6366 1.9747 0.2030
H 0.4830 8.7338 0.5670 0.2316
H 1.5703 7.5948 -0.2233 0.2164
H -1.4798 7.5228 -0.3097 0.2437
H -0.3298 7.2195 -1.6304 0.2508

(4)
67
Properties=species:S:1:pos:R:3:nbo_charge:R:1 method="wB97M-V/def2-TZVPD" multiplicity=1 total_energy_ev=-72927.579
K 9.9539 9.7551 9.8927 0.8880
N 12.0351 7.8382 9.4031 -0.8803
C 12.4566 7.0617 10.5300 -0.2324
C 11.3608 6.8181 11.5498 -0.2247
N 10.7362 8.0674 12.0291 -0.6693
C 11.5241 8.8445 13.0491 -0.2270
C 11.6284 10.3260 12.6711 -0.2426
N 10.3144 10.8843 12.6955 -0.8839
H 12.3596 8.8193 9.4042 0.3893
H 12.4232 7.5379 8.5358 0.3713
H 12.9068 6.0786 10.1642 0.1961
H 13.3326 7.5262 11.0442 0.1759
H 10.5853 6.1843 11.1264 0.1950
H 11.7114 6.2311 12.4270 0.1713
H 9.8384 7.8873 12.4400 0.3680
H 11.0853 8.7515 14.0644 0.1787
H 12.5246 8.3865 13.1164 0.1868
H 12.3473 10.8304 13.3371 0.1762
H 11.9899 10.3298 11.5968 0.2089
H 10.0796 11.1951 13.6142 0.3624
H 10.1726 11.6411 12.0020 0.4003
C 11.8531 9.8034 5.0123 -0.6822
C 11.3147 9.4409 6.3393 0.1933
N 11.3159 10.2630 7.3202 -0.2593
N 11.7045 11.5210 7.0032 -0.4682
C 12.0246 12.2336 8.0187 0.3142
N 12.0552 13.6240 7.7553 -0.8244
S 12.4540 11.7784 9.6376 -0.5209
C 10.7384 8.0778 6.5883 0.1828
C 11.2366 6.9042 6.0345 -0.2648
C 10.6851 5.6997 6.4533 -0.1553
C 9.5470 5.7067 7.2632 -0.2726
C 9.0678 6.8846 7.7107 0.0351
N 9.6388 8.0830 7.4172 -0.4258
H 11.2200 10.5135 4.5234 0.2410
H 11.8497 8.9155 4.4233 0.2042
H 12.8142 10.3489 5.1096 0.2456
H 11.9220 13.7938 6.7921 0.3807
H 12.8537 14.1067 8.1779 0.3801
H 12.0345 6.8748 5.2800 0.2275
H 11.1001 4.7550 6.0176 0.2209
H 9.0932 4.7996 7.6000 0.2188
H 8.1650 6.8664 8.2996 0.1895
I 13.0836 17.8981 13.1700 0.1928
C 12.1874 16.4873 12.0944 -0.3648
C 12.7763 15.3132 11.6586 -0.0434
N 11.8696 14.6461 10.9520 -0.3478
N 10.7386 15.3609 10.8620 -0.3154
C 10.9290 16.4775 11.5222 -0.0552
H 13.7746 14.9794 11.8036 0.2262
H 12.0429 13.7797 10.3852 0.4475
H 10.1554 17.2683 11.4417 0.2176
C 7.2771 15.8215 9.5239 -0.6361
C 7.3971 14.2939 9.7665 0.1931
C 6.4303 13.3061 9.9238 -0.3697
C 7.1374 12.1963 10.3671 0.1343
N 8.4518 12.4306 10.4841 -0.3452
N 8.5816 13.7362 10.0699 -0.3552
C 6.7013 10.8128 10.7593 -0.6404
H 6.2586 16.1472 9.4498 0.2243
H 7.7632 16.0173 8.5554 0.2266
H 7.8231 16.2848 10.3079 0.2220
H 5.3094 13.4252 9.8424 0.2260
H 9.4217 14.2586 10.2550 0.4392
H 6.5659 10.1666 9.8828 0.2114
H 5.7374 10.8762 11.2567 0.2213
H 7.4534 10.3689 11.4207 0.2225

(5)
64
Properties=species:S:1:pos:R:3:nbo_charge:R:1 method="wB97M-V/def2-TZVPD" multiplicity=1 total_energy_ev=-63420.635
C -1.2742 3.4856 -1.3800 -1.1359
Si -2.5066 2.1143 -0.8851 1.6393
C -4.1203 2.3192 -1.9032 -1.1136
C -1.8821 0.3411 -1.2310 -0.8984
C -0.9197 0.2329 -2.4918 -0.3882
C -0.9911 -1.1950 -3.2130 -0.4051
C 0.2877 -2.0878 -2.9026 -0.4158
C -0.0490 -3.5192 -2.3012 -0.3930
C 0.6773 -3.7763 -0.9005 -0.4189
C -0.1739 -3.0034 0.1814 -0.4118
C 0.5631 -2.7467 1.5464 -0.2181
N 1.9618 -2.2337 1.3766 -0.4220
C 3.0465 -3.1488 1.8019 0.8233
O 3.2675 -3.2032 3.0154 -0.6554
O 3.7675 -3.8261 0.9823 -0.7314
C 2.0769 -1.0285 0.9090 0.6367
N 1.0262 -0.1598 0.5154 -0.5042
C 1.5230 1.0320 0.0708 0.2487
N 2.9145 0.8691 0.2287 -0.4854
P 3.8489 2.2854 -0.2201 0.9560
S 5.1403 2.8555 1.1155 -0.5008
N 3.2832 -0.3435 0.7029 -0.2227
C 4.6884 -0.6419 0.9290 0.0272
O 5.1198 -0.2722 2.2659 -0.2639
O 4.1122 -0.4886 3.1683 -0.4278
C -2.8498 2.1994 1.0016 -0.4925
C -1.8068 2.5154 1.9958 -0.1409
C -2.0791 2.5548 3.4392 -0.2402
C -3.4628 2.3079 3.8939 -0.2111
C -4.5179 2.0143 2.9278 -0.2183
C -4.2114 1.9441 1.4920 -0.2041
H -0.6473 3.8513 -0.5235 0.2300
H -0.5964 3.1444 -2.2126 0.2351
H -1.8512 4.3765 -1.7624 0.2571
H -4.6886 1.3578 -1.7727 0.2368
H -4.7379 3.1932 -1.5570 0.2462
H -3.8737 2.4029 -2.9975 0.2440
H -1.4009 -0.0264 -0.2870 0.2546
H -2.8041 -0.2791 -1.4413 0.2352
H 0.1561 0.4448 -2.2524 0.1877
H -1.2534 1.0500 -3.2010 0.1918
H -1.9587 -1.6934 -2.9513 0.2053
H -0.9871 -0.9593 -4.3165 0.2069
H 0.9356 -1.5725 -2.1343 0.1925
H 0.8526 -2.2637 -3.8615 0.2164
H 0.0926 -4.3691 -3.0135 0.2124
H -1.1523 -3.5099 -2.0446 0.1888
H 1.7531 -3.4733 -0.9089 0.2300
H 0.5467 -4.8745 -0.6864 0.2147
H -0.5256 -2.0294 -0.2656 0.2108
H -1.1119 -3.5833 0.4267 0.2167
H 0.6232 -3.7435 2.0700 0.2396
H -0.0261 -2.0912 2.2498 0.2246
H 1.0024 1.9314 -0.3141 0.2653
H 4.4438 2.0298 -1.4942 -0.0061
H 2.9352 3.3806 -0.3825 0.0244
H 5.3928 -0.0843 0.2475 0.2185
H 4.9405 -1.7348 0.7819 0.2743
H 3.8285 0.3558 3.5699 0.4621
H -0.7477 2.7315 1.6968 0.1858
H -1.2961 2.7682 4.2005 0.2237
H -3.7111 2.3340 4.9834 0.2225
H -5.5685 1.8339 3.2615 0.2224
H -5.0246 1.7056 0.7614 0.2183

(6)
61
Properties=species:S:1:pos:R:3:nbo_charge:R:1 method="wB97M-V/def2-TZVPD" charge=+1 multiplicity=1 total_energy_ev=-60132.322
Tl 1.1321 -1.0502 1.7584 0.7431
S -0.8503 -4.8285 -1.0715 0.4543
C 0.2041 -3.5700 -0.5576 -0.0969
N -0.2844 -2.7169 0.2819 -0.5396
C -1.6002 -3.0211 0.5909 0.1601
C -2.4258 -2.3099 1.4634 -0.2360
C -3.7188 -2.7464 1.6570 -0.1979
C -4.2042 -3.8780 0.9915 -0.1932
C -3.4036 -4.5942 0.1250 -0.1888
C -2.0970 -4.1569 -0.0662 -0.2511
H 1.2211 -3.5078 -0.9227 0.2318
H -2.0463 -1.4271 1.9655 0.2223
H -4.3714 -2.2105 2.3331 0.2293
H -5.2250 -4.1950 1.1566 0.2315
H -3.7768 -5.4703 -0.3880 0.2337
C -2.5645 2.0519 2.3320 -0.6274
C -1.8832 2.7993 1.1867 -0.4766
C -2.8870 3.6258 0.3936 -0.6311
Sb -0.6926 1.3486 0.0282 0.9143
C -1.9764 0.8086 -1.6831 -0.4747
C -2.2117 1.9080 -2.7081 -0.6295
C -3.2776 0.2172 -1.1480 -0.6344
C 0.7557 2.7325 -0.9071 -0.4882
C 1.9942 2.7871 -0.0127 -0.6321
C 0.2256 4.1335 -1.1798 -0.6292
H -3.0561 2.7602 3.0040 0.2208
H -1.8526 1.4698 2.9211 0.2069
H -3.3320 1.3726 1.9526 0.2037
H -1.1146 3.4576 1.6025 0.2141
H -3.7132 3.0067 0.0412 0.2049
H -2.4366 4.1237 -0.4627 0.2147
H -3.3129 4.3994 1.0392 0.2206
H -1.3996 0.0061 -2.1545 0.2085
H -2.7616 2.7471 -2.2815 0.2114
H -2.8060 1.5151 -3.5385 0.2187
H -1.2733 2.2771 -3.1239 0.2067
H -3.8863 0.9775 -0.6548 0.2045
H -3.0910 -0.5880 -0.4343 0.2133
H -3.8711 -0.1953 -1.9685 0.2192
H 1.0214 2.2613 -1.8604 0.1879
H 1.7580 3.2791 0.9344 0.2122
H 2.7856 3.3715 -0.4902 0.2170
H 2.3921 1.7938 0.2129 0.2014
H -0.0633 4.6311 -0.2528 0.2090
H -0.6323 4.1274 -1.8510 0.2165
H 1.0065 4.7413 -1.6464 0.2168
C 6.4683 -2.2153 2.2014 -0.5917
C 5.9817 -2.8917 0.9141 -0.4531
C 4.9140 -2.0977 0.2369 0.0915
N 3.7378 -1.8778 0.6963 -0.2964
N 2.9549 -1.0841 -0.1007 -0.4552
C 3.5606 -0.7003 -1.1921 0.2482
N 2.9900 0.0645 -2.1430 -0.7871
S 5.1842 -1.3113 -1.3116 0.3690
H 7.2746 -2.8016 2.6395 0.2264
H 5.6554 -2.1423 2.9218 0.2183
H 6.8454 -1.2123 2.0007 0.2118
H 5.5796 -3.8770 1.1533 0.2406
H 6.8172 -3.0279 0.2280 0.2257
H 2.1021 0.4940 -1.9464 0.4138
H 3.5372 0.4158 -2.9058 0.4157